This record from the Open Molecules 2025 dataset describes a single C5H9NO2 molecule in a non-equilibrium geometry. The level of theory is ωB97M-V/def2-TZVPD.

```
17
Properties=species:S:1:pos:R:3
O 1.562 -2.130 -1.297
C 1.118 -1.033 -1.248
O 0.880 -0.267 -2.299
C 0.928 -0.251 0.101
C -0.094 -0.874 0.987
C -1.356 -0.189 0.519
C -0.909 1.213 0.232
N 0.466 1.139 -0.321
H 0.698 0.667 -2.033
H 1.922 -0.217 0.522
H -0.076 -1.974 0.892
H 0.168 -0.610 2.072
H -2.127 -0.192 1.267
H -1.737 -0.651 -0.404
H -1.541 1.768 -0.487
H -0.865 1.771 1.218
H 0.962 1.829 0.280
```

Computed properties:
**HOMO**: -0.357 Eh
**Multiplicity**: 1
**SMILES**: O=C(O)[C@@H]1CCCN1
**Total charge**: 0
**Orbital gap**: 10.35 eV

Löwdin population analysis, charges in e, atoms 1 to 6: atom 1 (O): 0.124, atom 2 (C): -0.523, atom 3 (O): 0.101, atom 4 (C): -0.234, atom 5 (C): -0.154, atom 6 (C): -0.190